[1]
The following is a quantum chemistry calculation of 9 unconnected molecules or ions with the total composition C40H45Cl4F5O6 in a non-equilibrium geometry, from OMol25.

Cartesian coordinates (Å):
C 1.095 4.215 1.818
C 2.588 3.793 1.524
O 3.358 4.664 2.286
C 3.650 4.410 3.569
O 3.543 3.337 4.180
O 4.053 5.527 4.141
C 4.177 5.601 5.563
H 0.648 4.911 1.109
H 1.041 4.721 2.782
H 0.385 3.389 1.852
H 2.762 3.844 0.449
H 2.679 2.726 1.730
H 4.257 4.663 6.112
H 3.409 6.271 5.949
H 5.181 5.886 5.875
C -6.397 2.289 -9.007
C -4.783 2.121 -8.871
O -4.363 1.138 -7.922
C -3.640 1.493 -6.852
O -3.176 2.559 -6.670
O -3.319 0.445 -6.054
C -2.453 0.495 -5.006
H -6.899 1.371 -9.314
H -6.610 3.166 -9.618
H -6.817 2.615 -8.055
H -4.403 3.085 -8.533
H -4.383 1.874 -9.855
H -2.001 -0.495 -4.951
H -2.931 0.855 -4.094
H -1.597 1.170 -5.009
F -0.203 -3.247 0.867
C 0.046 -2.112 0.083
C 0.506 -0.955 0.679
C 0.870 0.088 -0.087
C 0.715 0.061 -1.431
C 0.213 -1.077 -2.106
C -0.100 -2.227 -1.324
H 0.763 -1.109 1.717
H 1.448 0.894 0.342
H 0.865 0.970 -1.994
H 0.067 -0.927 -3.166
H -0.412 -3.185 -1.714
F 2.161 -1.510 4.200
C 1.110 -0.772 4.549
C 1.053 0.623 4.295
C -0.097 1.298 4.649
C -1.109 0.712 5.443
C -0.943 -0.588 5.790
C 0.026 -1.389 5.310
H 1.889 0.980 3.712
H -0.260 2.355 4.501
H -1.918 1.281 5.876
H -1.620 -1.027 6.508
H 0.101 -2.452 5.488
F 6.966 2.814 1.034
C 6.081 1.960 0.504
C 6.068 1.799 -0.867
C 5.164 0.967 -1.492
C 4.244 0.248 -0.668
C 4.307 0.441 0.746
C 5.208 1.319 1.327
H 6.667 2.563 -1.340
H 5.136 1.167 -2.553
H 3.401 -0.334 -1.011
H 3.537 -0.104 1.272
H 5.268 1.344 2.405
F -0.094 -6.204 0.182
C -0.879 -6.731 -0.792
C -0.345 -7.843 -1.452
C -1.092 -8.295 -2.535
C -2.222 -7.670 -2.942
C -2.763 -6.603 -2.289
C -2.059 -6.123 -1.196
H 0.560 -8.317 -1.102
H -0.671 -9.101 -3.119
H -2.741 -8.051 -3.809
H -3.676 -6.202 -2.704
H -2.239 -5.249 -0.589
F -2.996 0.025 -0.107
C -3.262 -0.260 1.218
C -3.658 0.770 2.064
C -3.833 0.470 3.368
C -3.608 -0.812 3.870
C -3.356 -1.875 2.987
C -3.095 -1.561 1.671
H -3.814 1.764 1.670
H -4.130 1.213 4.093
H -3.647 -0.982 4.936
H -3.272 -2.909 3.286
H -2.770 -2.364 1.026
Cl 2.694 -3.468 2.301
C 1.351 -4.461 2.967
Cl 2.007 -5.883 3.910
H 0.743 -3.884 3.664
H 0.739 -4.818 2.139
Cl 2.661 4.183 -2.211
C 1.137 4.454 -2.811
Cl 0.013 5.231 -1.664
H 1.261 5.104 -3.677
H 0.784 3.445 -3.022

Results
E_HOMO in eV: -8.9027
HOMO-LUMO gap in hartree: 0.3409
LUMO level in eV: 0.374
Structure (SMILES): CCOC(=O)OC.CCOC(=O)OC.Fc1ccccc1.Fc1ccccc1.Fc1ccccc1.Fc1ccccc1.Fc1ccccc1.ClCCl.ClCCl
Energy above the lowest of the compared OMol25 structures with the same formula, charge and spin in kcal/mol: 18.8

[2]
The following is a quantum chemistry calculation of a molecular structure, C40H45N6PTl in a non-equilibrium geometry, from OMol25.

Cartesian coordinates (Å):
Tl 0.823 -1.111 0.828
C 2.762 2.993 2.653
C 1.637 2.243 1.996
N 1.533 2.256 0.565
C 2.736 2.391 -0.217
C 3.568 1.101 -0.274
N 2.865 -0.074 -0.766
C 2.558 -0.167 -2.184
C 1.172 0.408 -2.534
N 0.197 -0.018 -1.550
C -1.156 -0.192 -2.046
C -2.034 -0.873 -0.971
N -1.650 -0.367 0.294
C -2.314 -0.062 1.330
C -3.792 -0.247 1.537
C -1.496 0.586 2.385
C -1.855 0.748 3.715
C -0.864 1.277 4.573
C 0.329 1.716 4.090
C 0.588 1.676 2.671
N -0.336 1.006 1.893
H 2.950 3.939 2.140
H 3.700 2.424 2.661
H 2.508 3.222 3.683
H 3.415 3.184 0.149
H 2.451 2.672 -1.234
H 3.882 0.860 0.744
H 4.467 1.312 -0.887
H 3.421 -0.880 -0.506
H 2.524 -1.230 -2.430
H 3.328 0.313 -2.813
H 0.891 0.025 -3.522
H 1.225 1.505 -2.621
H 0.172 0.664 -0.791
H -1.127 -0.840 -2.927
H -1.613 0.771 -2.342
H -1.744 -1.934 -0.958
H -3.102 -0.779 -1.233
H -4.316 -0.285 0.585
H -4.202 0.557 2.142
H -3.965 -1.188 2.056
H -2.799 0.399 4.107
H -1.064 1.323 5.641
H 1.093 2.079 4.762
N -0.125 -3.260 -0.361
P -1.011 -4.416 0.044
C -2.470 -4.607 -1.070
C -3.567 -3.756 -0.927
C -4.455 -3.560 -1.968
C -4.248 -4.182 -3.190
C -3.154 -5.018 -3.350
C -2.272 -5.220 -2.306
C -0.153 -6.057 0.109
C -0.346 -7.067 1.044
C 0.608 -8.060 1.198
C 1.750 -8.064 0.415
C 1.940 -7.068 -0.532
C 1.003 -6.065 -0.663
C -1.755 -4.352 1.748
C -0.934 -3.690 2.655
C -1.390 -3.327 3.904
C -2.700 -3.610 4.258
C -3.514 -4.310 3.383
C -3.047 -4.687 2.134
H -3.710 -3.234 0.011
H -5.302 -2.898 -1.834
H -4.917 -3.990 -4.020
H -2.978 -5.497 -4.305
H -1.404 -5.854 -2.443
H -1.236 -7.076 1.659
H 0.466 -8.826 1.950
H 2.500 -8.832 0.554
H 2.832 -7.060 -1.143
H 1.145 -5.229 -1.337
H 0.076 -3.454 2.339
H -0.740 -2.796 4.583
H -3.094 -3.269 5.205
H -4.533 -4.545 3.663
H -3.688 -5.241 1.460
C 0.423 3.100 0.077
C 0.618 4.551 0.392
C 1.202 5.424 -0.524
C 1.485 6.732 -0.181
C 1.207 7.189 1.099
C 0.614 6.337 2.017
C 0.314 5.034 1.668
H 0.328 2.961 -1.006
H -0.478 2.711 0.558
H 1.436 5.074 -1.522
H 1.942 7.400 -0.901
H 1.441 8.209 1.372
H 0.393 6.698 3.014
H -0.148 4.372 2.384

Results
E_HOMO in eV: -2.6155
HOMO-LUMO gap in hartree: 0.1886
LUMO level in eV: 2.517
Charge: -1